20
Properties=species:S:1:pos:R:3 method="wB97M-V/def2-TZVPD" e_above_lowest_kj_mol=406.48 homo_lumo_gap_ev=8.2 e_homo_ev=-8.7 e_lumo_ha=-0.01701
C 1.408 -2.826 -1.133
C 0.509 3.966 2.056
C 0.495 3.163 1.000
C -0.126 1.840 1.059
C -0.094 1.089 -0.071
C -0.455 -0.338 -0.088
C -0.582 -1.087 -1.212
C -0.523 -2.583 -1.225
N 2.536 -2.933 -1.295
O -0.980 -3.264 -0.122
O -0.973 -3.168 -2.337
H 1.048 4.861 2.246
H -0.118 3.667 2.836
H 1.140 3.549 0.137
H -0.574 1.410 2.007
H 0.258 1.340 -1.098
H -0.495 -0.979 0.841
H -0.447 -0.500 -2.165
H -0.464 -3.274 0.645
H -1.562 -3.933 -2.079

=====

12
Properties=species:S:1:pos:R:3 method="wB97M-V/def2-TZVPD" e_above_lowest_kj_mol=456.61 homo_lumo_gap_ev=10.5 e_homo_ev=-9.5 e_lumo_ha=0.03558
C -1.367 1.069 -0.241
C 0.974 -0.486 -0.883
C -0.913 0.642 1.129
C 0.823 0.173 0.449
N -0.499 1.242 -1.148
N 0.788 0.881 -0.838
F -0.830 1.559 2.066
H -2.396 1.278 -0.590
H 2.030 -0.932 -1.296
H 0.193 -1.239 -1.203
H -1.458 -0.144 1.672
H 1.723 0.528 1.032

=====

112
Properties=species:S:1:pos:R:3 method="wB97M-V/def2-TZVPD" charge=-1 e_above_lowest_kj_mol=0.00 homo_lumo_gap_ev=4.6 e_homo_ev=-3.2 e_lumo_ha=0.05098
C 0.519 -2.259 2.925
C 1.003 -1.860 1.664
Al 0.118 -0.356 0.537
C -0.490 1.303 1.621
C -1.964 1.663 1.141
C -3.008 1.399 2.284
C -3.338 -0.097 2.438
O -2.618 -0.789 3.091
O -4.447 -0.603 1.779
C -5.539 -0.750 2.673
C -6.705 -1.379 1.835
H -0.433 -2.829 2.940
H 1.082 -2.065 3.878
H 1.896 -2.379 1.237
H 1.192 0.122 -0.578
H -1.203 -0.945 -0.182
H -0.440 1.164 2.710
H 0.128 2.201 1.378
H -2.204 0.992 0.291
H -2.010 2.702 0.755
H -3.909 2.007 2.048
H -2.580 1.748 3.239
H -5.885 0.213 3.114
H -5.314 -1.419 3.538
H -6.459 -2.452 1.720
H -7.688 -1.231 2.306
H -6.635 -0.901 0.839
C -6.706 -0.933 6.207
Cl -7.175 -0.987 7.912
Cl -4.950 -0.903 6.043
Cl -7.397 -2.305 5.333
H -7.103 -0.021 5.776
C 2.197 1.036 4.955
Cl 1.700 0.790 6.642
Cl 3.964 1.034 4.826
Cl 1.488 -0.202 3.897
H 1.836 2.007 4.632
C 0.636 1.680 -3.541
Cl 0.682 -0.067 -3.270
Cl 0.591 2.542 -2.004
Cl 2.029 2.197 -4.509
H -0.268 1.916 -4.092
C 3.267 -4.809 4.215
Cl 1.528 -4.639 3.984
Cl 4.065 -5.278 2.713
Cl 3.972 -3.313 4.847
H 3.424 -5.596 4.944
C 1.819 -8.050 0.086
Cl 1.988 -9.791 0.371
Cl 1.713 -7.165 1.604
Cl 3.173 -7.453 -0.879
H 0.900 -7.883 -0.463
C 1.993 -4.175 -2.933
Cl 1.725 -5.665 -3.852
Cl 0.572 -3.130 -3.010
Cl 2.404 -4.540 -1.256
H 2.826 -3.645 -3.379
C -5.103 3.007 -2.100
Cl -4.147 2.740 -3.560
Cl -6.816 2.684 -2.408
Cl -4.503 2.004 -0.780
H -4.999 4.047 -1.813
C -1.231 5.250 -4.761
Cl -1.942 5.405 -3.151
Cl 0.501 4.947 -4.637
Cl -2.027 3.957 -5.673
H -1.380 6.179 -5.292
C 6.057 0.619 -4.824
Cl 4.766 -0.045 -3.815
Cl 5.532 2.099 -5.637
Cl 7.506 0.924 -3.860
H 6.305 -0.104 -5.584
C 0.369 8.549 -7.330
Cl -0.251 8.410 -5.682
Cl 2.112 8.273 -7.365
Cl -0.463 7.416 -8.402
H 0.177 9.555 -7.682
C -1.527 7.207 0.664
Cl -1.210 7.254 2.401
Cl -0.053 7.544 -0.249
Cl -2.204 5.645 0.197
H -2.254 7.976 0.431
C 6.729 -3.916 -4.506
Cl 5.421 -4.535 -3.496
Cl 6.216 -2.448 -5.344
Cl 8.174 -3.606 -3.540
H 6.970 -4.667 -5.249
C -5.573 4.094 -8.025
Cl -5.840 2.608 -8.943
Cl -6.999 5.137 -8.100
Cl -5.154 3.726 -6.351
H -4.741 4.624 -8.475
C 1.165 -2.304 9.659
Cl -0.589 -2.188 9.478
Cl 1.925 -2.718 8.123
Cl 1.826 -0.792 10.295
H 1.381 -3.093 10.369
C 5.913 -8.068 4.918
Cl 5.549 -7.118 6.363
Cl 6.521 -9.669 5.362
Cl 4.489 -8.201 3.886
H 6.688 -7.554 4.361
C -1.867 -1.668 -5.951
Cl -2.753 -0.286 -5.300
Cl -2.339 -3.155 -5.125
Cl -2.135 -1.814 -7.694
H -0.808 -1.503 -5.782
C 5.361 4.445 2.638
Cl 6.385 3.192 3.352
Cl 5.578 4.500 0.885
Cl 3.663 4.184 3.043
H 5.664 5.401 3.046

=====

21
Properties=species:S:1:pos:R:3 method="wB97M-V/def2-TZVPD" e_above_lowest_kj_mol=199.67 homo_lumo_gap_ev="6.1 / 6.1" e_homo_ev="-6.9 / -6.9" e_lumo_ha="-0.02930 / -0.02934"
C 0.931 0.088 -0.214
C 1.829 -0.996 -0.220
C -0.351 -0.478 -0.189
C 3.494 0.144 -0.044
C 1.448 1.395 -0.160
C 1.227 -2.232 -0.098
C -1.673 0.182 -0.207
N -0.182 -1.812 -0.150
N 2.935 1.310 -0.084
N -1.228 -2.719 -0.043
N 3.573 2.525 -0.096
O 0.965 2.507 -0.120
O 1.523 -3.408 -0.022
I 5.492 -0.271 0.021
H -2.100 0.136 -1.209
H -1.561 1.226 0.073
H -2.358 -0.324 0.472
H -1.237 -3.123 0.896
H -1.060 -3.487 -0.693
H 4.315 2.593 0.593
H 2.855 3.247 0.000

=====

18
Properties=species:S:1:pos:R:3 method="wB97M-V/def2-TZVPD" smiles="CC[NH2+]CC(N)=O" charge=+1 e_above_lowest_kj_mol=94.76 homo_lumo_gap_ev=11.5 e_homo_ev=-14.7 e_lumo_ha=-0.11793
O 2.286 0.419 1.385
C 1.293 1.089 1.187
N 0.816 2.093 1.933
C 0.464 0.770 -0.083
N 0.702 -0.648 -0.422
C -0.513 -1.597 -0.694
C -1.805 -0.931 -1.121
H 0.041 2.646 1.613
H 1.188 2.378 2.828
H -0.594 0.932 0.038
H 0.879 1.482 -0.793
H 1.221 -1.079 0.337
H 1.331 -0.687 -1.219
H -0.635 -2.116 0.253
H -0.180 -2.306 -1.445
H -2.463 -0.714 -0.285
H -2.404 -1.629 -1.711
H -1.627 -0.102 -1.800

=====

155
Properties=species:S:1:pos:R:3 method="wB97M-V/def2-TZVPD" homo_lumo_gap_ev=9.9 e_homo_ev=-9.6 e_lumo_ha=0.00872
C 0.291 5.958 -1.388
C 1.166 4.671 -1.204
C 2.574 4.795 -1.556
O 3.270 4.089 -0.471
C 2.495 4.193 0.645
O 2.821 3.954 1.771
O 1.242 4.485 0.226
H 0.612 6.529 -2.247
H 0.259 6.422 -0.418
H -0.730 5.565 -1.537
H 0.688 3.748 -1.611
H 3.061 5.786 -1.483
H 2.870 4.377 -2.593
C -0.912 -3.609 -6.970
C 0.004 -2.865 -5.991
C 1.478 -3.195 -5.948
O 2.110 -1.924 -5.874
C 1.204 -0.901 -5.996
O 1.470 0.240 -6.057
O -0.027 -1.471 -6.218
H -0.740 -4.701 -6.785
H -0.594 -3.323 -7.954
H -1.945 -3.284 -6.737
H -0.375 -2.961 -5.028
H 1.837 -3.680 -6.827
H 1.704 -3.928 -5.163
C -3.600 2.169 6.782
C -3.224 1.635 5.392
C -1.660 1.488 5.148
O -1.550 0.113 4.822
C -2.702 -0.519 5.016
O -2.724 -1.732 4.999
O -3.712 0.223 5.365
H -3.200 1.402 7.491
H -4.630 2.386 6.809
H -3.050 3.163 6.931
H -3.636 2.206 4.530
H -1.140 1.710 6.076
H -1.203 2.135 4.329
C -1.499 3.158 -3.397
C -0.366 2.704 -4.342
C -0.668 2.940 -5.827
O 0.068 4.163 -6.116
C 0.973 4.411 -5.084
O 1.807 5.250 -5.098
O 0.741 3.584 -4.112
H -1.877 4.151 -3.731
H -1.099 3.219 -2.412
H -2.318 2.392 -3.438
H -0.044 1.700 -4.023
H -1.730 3.144 -5.967
H -0.312 2.240 -6.551
C 0.054 -5.671 -0.261
C 0.105 -4.480 -1.124
C 1.483 -4.168 -1.843
O 1.377 -5.077 -3.000
C 0.101 -5.227 -3.274
O -0.269 -5.818 -4.270
O -0.659 -4.700 -2.309
H 0.593 -5.360 0.582
H 0.410 -6.618 -0.641
H -0.963 -5.866 0.033
H -0.329 -3.606 -0.623
H 2.373 -4.388 -1.258
H 1.594 -3.116 -2.172
C 5.123 -0.826 0.129
C 5.768 0.540 0.144
C 4.868 1.605 0.604
O 5.187 1.733 1.989
C 6.373 1.137 2.267
O 6.829 1.143 3.412
O 6.873 0.527 1.170
H 5.914 -1.551 -0.296
H 4.329 -0.919 -0.569
H 4.742 -1.207 1.054
H 6.280 0.706 -0.808
H 3.878 1.213 0.546
H 4.919 2.597 0.043
C -1.747 -5.645 2.969
C -2.408 -4.349 3.251
C -2.398 -3.344 2.141
O -3.703 -3.442 1.615
C -4.519 -4.044 2.468
O -5.738 -4.052 2.430
O -3.853 -4.630 3.453
H -1.992 -6.411 3.684
H -0.634 -5.569 2.952
H -2.040 -5.934 1.929
H -2.090 -3.998 4.242
H -1.603 -3.496 1.411
H -2.253 -2.352 2.533
C 0.037 1.264 1.860
C 0.865 0.942 0.597
C 1.383 -0.483 0.454
O 1.019 -0.830 -0.897
C 0.203 0.067 -1.442
O -0.277 -0.073 -2.550
O -0.020 1.078 -0.553
H -0.910 1.851 1.600
H 0.622 1.979 2.354
H -0.183 0.491 2.565
H 1.591 1.718 0.466
H 0.868 -1.216 1.119
H 2.431 -0.675 0.539
C 2.932 1.329 4.683
C 3.273 0.367 3.597
N 3.547 -0.596 3.036
H 3.638 1.117 5.482
H 1.920 1.099 4.976
H 2.972 2.297 4.320
C -5.378 -0.949 1.336
C -4.275 -0.196 1.838
N -3.322 0.291 2.223
H -5.062 -1.483 0.387
H -6.307 -0.401 0.975
H -5.623 -1.796 2.016
C 3.900 0.502 -4.135
C 3.299 1.020 -2.962
N 2.788 1.447 -2.010
H 4.787 1.060 -4.277
H 3.303 0.766 -5.032
H 4.203 -0.547 -4.059
N 1.542 -3.559 1.926
C 2.545 -4.450 1.779
C 3.479 -4.776 2.774
C 3.385 -4.090 4.014
C 2.333 -3.217 4.202
C 1.459 -2.971 3.148
H 2.648 -5.030 0.882
H 4.327 -5.402 2.579
H 4.174 -4.239 4.681
H 2.183 -2.786 5.185
H 0.657 -2.260 3.389
N -4.801 0.592 -1.544
C -5.744 0.464 -2.471
C -5.522 0.153 -3.848
C -4.234 -0.063 -4.310
C -3.237 -0.083 -3.278
C -3.521 0.322 -1.974
H -6.732 0.621 -2.096
H -6.445 0.093 -4.435
H -4.097 -0.355 -5.363
H -2.198 -0.149 -3.568
H -2.684 0.389 -1.278
N -2.640 4.567 4.695
C -1.306 4.719 4.488
C -0.768 5.116 3.252
C -1.693 5.394 2.259
C -3.086 5.216 2.417
C -3.462 4.788 3.705
H -0.712 4.502 5.351
H 0.260 5.300 3.177
H -1.347 5.768 1.297
H -3.867 5.468 1.709
H -4.578 4.777 3.974

=====

24
Properties=species:S:1:pos:R:3 method="wB97M-V/def2-TZVPD" charge=+2 e_above_lowest_kj_mol=364.11 homo_lumo_gap_ev=12.2 e_homo_ev=-18.8 e_lumo_ha=-0.24454
C 0.627 -0.457 1.731
O 1.318 -0.400 0.495
C -0.763 -0.177 1.146
C -0.811 1.083 0.328
C -1.045 0.710 -1.094
N 0.164 0.490 -1.876
N -1.787 -0.055 2.332
H 0.805 -1.479 2.053
H 0.966 0.154 2.573
H 2.143 -0.792 0.471
H -1.047 -1.186 0.540
H 0.245 1.631 0.623
H -1.554 1.781 0.816
H -1.629 1.516 -1.601
H -1.872 -0.128 -1.099
H 1.123 0.705 -1.463
H 0.344 0.921 -2.980
H 0.181 -0.566 -1.936
H -2.644 0.458 2.066
H -2.114 -0.952 2.556
H -1.327 0.354 3.240
H 2.248 -1.715 -2.140
H 2.435 -0.214 -2.788
O 1.808 -0.911 -2.594

=====

103
Properties=species:S:1:pos:R:3 method="wB97M-V/def2-TZVPD" e_above_lowest_kj_mol=2911.11 homo_lumo_gap_ev=7.4 e_homo_ev=-7.0 e_lumo_ha=0.01179
C 0.889 0.674 3.452
C 0.697 2.083 2.777
O 0.016 2.022 1.579
H -0.100 0.243 3.612
H 1.506 0.619 4.349
H 1.427 0.098 2.700
H 1.643 2.618 2.692
H 0.233 2.708 3.541
H 0.735 2.364 1.042
C 1.868 -0.124 -3.095
C 0.561 0.483 -2.644
O -0.091 0.261 -3.842
H 2.350 0.578 -3.776
H 1.910 -1.148 -3.465
H 2.312 -0.143 -2.100
H 0.588 1.478 -2.198
H -0.078 -0.116 -1.995
H 0.372 0.698 -4.561
C -3.301 0.559 0.255
C -4.723 0.700 0.821
C -5.059 -0.185 2.034
O -4.862 -1.565 1.863
C -4.908 -2.322 3.026
N -4.804 2.093 1.162
H -3.148 1.212 -0.605
H -3.246 -0.483 -0.062
H -2.595 0.785 1.054
H -5.458 0.520 0.037
H -6.088 0.137 2.193
H -4.499 0.149 2.907
H -3.875 -2.335 3.371
H -4.999 -3.402 2.906
H -5.621 -2.054 3.806
H -5.565 2.573 0.703
H -3.943 2.615 1.080
C -1.172 -0.108 0.923
C -0.117 -1.127 0.741
C 0.359 -1.397 -0.736
O -0.788 -2.039 -1.423
C -0.424 -2.718 -2.625
N 1.095 -0.726 1.449
H -2.077 -0.463 0.431
H -0.991 0.925 0.627
H -1.351 0.165 1.963
H -0.428 -2.063 1.205
H 1.196 -2.095 -0.727
H 0.701 -0.484 -1.223
H -1.262 -3.159 -3.164
H 0.344 -3.427 -2.314
H 0.041 -2.122 -3.410
H 0.851 -0.435 2.386
H 1.574 -0.010 0.923
C -0.892 -0.688 -5.990
C -1.581 -1.154 -4.688
C -2.772 -0.254 -4.296
O -3.457 -0.728 -3.129
C -3.001 -0.482 -1.817
N -1.904 -2.586 -4.697
H -1.516 -1.042 -6.810
H 0.092 -1.119 -6.173
H -0.718 0.381 -5.862
H -0.839 -1.214 -3.892
H -3.494 -0.240 -5.112
H -2.426 0.759 -4.094
H -3.901 -0.176 -1.283
H -2.114 0.132 -1.664
H -2.588 -1.344 -1.293
H -2.382 -2.715 -5.578
H -2.679 -2.612 -4.049
C 1.980 3.977 0.739
C 1.961 2.776 -0.120
C 3.043 1.718 0.318
O 2.890 0.726 -0.682
C 3.585 -0.540 -0.560
N 0.628 2.194 -0.023
H 2.903 4.554 0.688
H 1.817 3.663 1.770
H 1.235 4.699 0.404
H 2.072 3.025 -1.176
H 2.814 1.339 1.314
H 4.090 2.022 0.335
H 3.503 -1.221 -1.407
H 3.117 -0.938 0.341
H 4.641 -0.346 -0.370
H 0.612 1.281 -0.454
H -0.061 2.851 -0.361
C 4.695 1.224 2.203
C 3.799 0.466 3.173
C 3.169 -0.776 2.540
O 2.175 -1.202 3.470
C 1.595 -2.532 3.177
N 4.605 -0.097 4.262
H 5.472 1.759 2.749
H 4.210 1.963 1.565
H 5.195 0.513 1.546
H 3.000 1.072 3.601
H 3.673 -1.700 2.256
H 2.483 -0.443 1.761
H 0.702 -2.589 3.799
H 2.313 -3.337 3.332
H 1.298 -2.622 2.132
H 5.258 -0.706 3.789
H 4.007 -0.804 4.665

=====

Ordered calculated total energy results: -14022.6806, -9922.0718, -675790.6207, -25523.5257, -9347.8747, -114208.6512, -11463.5840, -47725.1587; unit eV.
Ordered max |F| results: 3.5, 5.4, 3.0, 5.7, 1.4, 3.9, 4.7, 18.3; unit eV Å⁻¹.